Density functional theory data (the ωB97M-V functional and the def2-TZVPD basis) for 4 unconnected molecules or ions with the total composition H9O4 at a distorted geometry.

* total energy: -8329.9210 eV
* charge: +1
* energy relative to the best compared isomer or geometry (same formula, charge and spin): 4.70 kcal/mol
* 2S+1: 1

Last column: Mulliken charge in e.
Cartesian coordinates (Å):
O: 1.038 2.100 0.533  -0.624
H: 0.813 3.032 0.411  0.326
H: 2.006 2.079 0.625  0.327
O: -2.051 0.147 -1.572  -0.653
H: -2.965 0.261 -1.249  0.325
H: -2.100 0.064 -2.540  0.331
O: 1.072 -2.104 1.154  -0.662
H: 1.649 -2.480 0.476  0.335
H: 1.071 -2.736 1.880  0.327
O: -0.158 -0.085 0.154  -0.423
H: -0.827 -0.143 -0.589  0.461
H: 0.189 -0.971 0.447  0.457
H: 0.263 0.836 0.270  0.473